No. 1
Entry from the OMol25 dataset: a molecular structure, C32H34ClMoN6O4 (ωB97M-V/def2-TZVPD).

Last column: Löwdin charge in e.
Cartesian coordinates (Å):
Mo  -0.118  1.311  -0.378  1.79
C  0.386  -4.265  -4.821  -0.02
C  0.591  -3.169  -3.837  -0.23
C  1.794  -3.002  -3.172  0.06
C  1.979  -2.043  -2.144  -0.10
C  3.256  -2.144  -1.517  0.05
N  3.698  -1.870  -0.321  0.12
C  3.001  -1.427  0.867  -0.14
C  2.528  -2.612  1.731  -0.11
C  1.300  -3.361  1.196  -0.13
N  0.138  -2.509  1.197  0.10
C  -0.951  -2.636  1.925  0.07
C  -1.945  -1.641  2.025  -0.09
C  -3.112  -1.909  2.781  0.07
C  -4.084  -0.951  3.011  -0.22
C  -5.308  -1.255  3.797  -0.02
C  -3.884  0.341  2.504  0.09
C  -2.766  0.670  1.735  -0.11
C  -2.660  1.968  1.130  -0.04
N  -1.715  2.363  0.324  -0.13
C  -2.008  3.562  -0.447  -0.15
C  -2.239  3.151  -1.927  -0.12
C  -2.571  1.669  -2.094  -0.17
N  -1.401  0.821  -1.880  -0.11
C  -1.324  -0.245  -2.618  -0.03
C  -0.265  -1.204  -2.644  -0.12
C  -0.417  -2.249  -3.567  0.07
C  0.936  -1.098  -1.871  -0.29
O  1.106  -0.125  -1.011  -0.29
C  -1.798  -0.338  1.446  -0.20
O  -0.810  -0.007  0.653  -0.28
H  1.236  -4.938  -4.844  0.09
H  0.252  -3.861  -5.823  0.10
H  -0.510  -4.835  -4.579  0.10
H  2.609  -3.673  -3.403  0.14
H  4.003  -2.602  -2.162  0.16
H  4.676  -2.092  -0.149  0.19
H  2.168  -0.777  0.584  0.09
H  3.712  -0.843  1.457  0.14
H  2.304  -2.228  2.727  0.13
H  3.345  -3.328  1.837  0.13
H  1.108  -4.228  1.828  0.14
H  1.480  -3.717  0.177  0.13
H  0.218  -1.654  0.650  0.11
H  -1.074  -3.550  2.494  0.17
H  -3.235  -2.904  3.185  0.14
H  -5.346  -2.300  4.090  0.09
H  -6.200  -1.014  3.219  0.10
H  -5.339  -0.636  4.693  0.11
H  -4.630  1.100  2.698  0.15
H  -3.486  2.648  1.345  0.15
H  -1.176  4.275  -0.382  0.12
H  -2.909  4.051  -0.059  0.13
H  -1.369  3.388  -2.546  0.11
H  -3.074  3.730  -2.323  0.14
H  -2.974  1.504  -3.098  0.14
H  -3.342  1.369  -1.370  0.13
H  -2.123  -0.436  -3.332  0.15
H  -1.346  -2.313  -4.117  0.14
N  4.317  3.703  5.243  0.24
C  3.658  3.337  4.384  -0.14
C  2.835  2.861  3.330  -0.17
C  3.317  2.740  2.022  0.04
C  2.479  2.244  1.044  -0.10
N  1.205  1.873  1.275  -0.07
C  0.750  1.999  2.535  -0.08
C  1.514  2.474  3.580  0.04
H  4.328  3.037  1.783  0.14
H  2.837  2.126  0.025  0.12
H  -0.281  1.708  2.708  0.11
H  1.097  2.555  4.572  0.14
Cl  1.662  1.615  -3.459  0.70
C  2.028  3.296  -3.007  -0.40
C  1.256  3.683  -1.748  -0.60
O  1.255  4.783  -1.266  0.18
O  0.579  2.690  -1.217  -0.34
H  1.749  3.951  -3.837  0.11
H  3.103  3.392  -2.836  0.11

Results
Charge: +3
Electronic energy, eV: -65221.629
HOMO-LUMO gap (alpha / beta), eV: 6.6095 / 6.5806
HOMO (alpha / beta), eV: -16.20 / -16.19
Molecular weight, g mol⁻¹: 698.06


No. 2
Entry from the OMol25 dataset: 2 unconnected molecules or ions with the total composition C4H14N2 (ωB97M-V/def2-TZVPD).

Last column: Löwdin charge in e.
Cartesian coordinates (Å):
C  0.898  0.886  -3.901  -0.13
C  0.203  1.374  -5.161  -0.34
N  1.101  1.433  -6.339  -0.06
H  0.294  1.139  -3.058  0.06
H  0.850  -0.190  -3.886  0.06
H  1.954  1.125  -3.784  0.07
H  -0.607  0.624  -5.376  0.11
H  -0.137  2.424  -5.023  0.11
H  1.280  2.341  -6.708  0.03
H  2.101  1.035  -6.195  0.10
C  -1.014  -2.427  5.079  -0.15
N  -0.129  -1.251  5.261  -0.16
C  -0.823  -0.013  4.844  -0.17
H  -0.630  -3.200  4.378  0.07
H  -1.156  -3.009  5.981  0.05
H  -2.015  -2.173  4.656  0.07
H  0.634  -1.254  4.678  0.04
H  -0.047  0.721  4.611  0.06
H  -1.121  0.467  5.863  0.10
H  -1.637  -0.051  4.080  0.08

Results
Electronic energy, eV: -7353.487
HOMO-LUMO gap, eV: 10.1676
HOMO, eV: -9.00
Molecular weight, g mol⁻¹: 90.17
ΔE to the lowest compared entry with this formula, charge and spin, kcal/mol: 37.6
SMILES: CCN.CNC